# 1
The following is a DFT calculation (wB97M-V/def2-TZVPD) of a cluster of 9 separate species, C65H145N8O3 in total in a non-equilibrium geometry.

Element x y z (Å)
C -24.44 28.97 -4.54
H -27.44 20.56 -6.96
H -20.07 18.82 -9.29
C -27.69 21.38 -10.36
H -16.32 14.56 -0.72
H -17.27 17.07 -7.96
C -25.91 27.48 -5.76
H -23.36 23.35 -12.44
H -20.50 17.55 -8.19
H -16.25 13.11 -1.74
H -21.21 26.24 -1.72
C -21.19 18.81 -3.69
H -17.50 18.09 -5.04
O -20.23 20.42 -6.60
H -20.30 19.38 -3.98
N -19.45 26.93 -2.62
H -22.35 16.87 -9.22
H -20.95 21.39 -15.38
C -21.11 20.47 -1.80
O -19.73 21.65 -8.28
H -25.13 27.48 -8.41
H -17.39 17.26 -10.53
H -17.26 27.25 -2.72
H -21.74 18.57 -4.60
H -21.08 20.73 -10.60
H -21.78 20.79 -1.00
H -19.30 16.19 -11.87
H -14.95 16.62 -1.89
H -22.72 28.43 -5.78
H -20.02 21.40 -12.63
H -15.42 27.38 -9.40
H -21.16 28.99 -1.02
H -26.51 28.49 -4.05
C -21.11 21.44 -12.70
H -22.60 20.25 -8.83
H -25.32 19.37 -7.48
H -20.33 24.94 -3.26
H -27.55 18.64 -11.32
H -26.56 27.52 -6.64
C -17.44 18.07 -8.37
H -19.98 15.02 -9.40
H -17.43 23.39 -5.06
N -22.01 19.88 -2.93
C -22.02 22.28 -17.02
H -19.74 17.81 -11.90
O -18.34 21.43 -6.68
H -15.81 20.67 -3.00
H -22.85 21.58 -17.07
H -15.28 18.17 -8.72
H -22.08 21.24 -4.72
C -21.74 17.44 -9.92
H -22.88 21.66 -3.08
C -21.38 16.68 -11.22
H -22.66 23.83 -14.82
H -24.81 25.37 -7.30
H -18.08 22.05 -7.36
H -29.03 18.30 -10.79
H -16.78 16.32 -5.04
H -25.24 20.39 -10.38
C -16.75 18.89 -2.86
H -21.88 17.15 -12.07
H -13.23 28.81 -6.36
C -18.12 23.46 -4.22
N -27.04 20.62 -9.18
H -19.24 24.62 -9.02
C -14.75 27.24 -8.55
H -19.51 25.46 -7.48
H -20.37 24.55 -13.90
H -17.83 18.84 -2.81
H -27.93 22.40 -10.06
H -24.26 28.97 -7.63
H -19.03 22.94 -4.51
C -24.72 19.73 -8.31
H -16.90 14.84 -3.34
H -26.25 26.58 -5.25
H -17.16 24.80 -7.94
H -17.82 27.25 -6.59
C -15.19 19.47 -4.59
C -20.59 27.11 -1.49
N -19.31 16.99 -9.90
C -27.64 19.21 -9.21
H -19.38 23.12 -13.87
N -21.53 22.88 -13.23
H -12.72 27.72 -8.41
C -19.05 15.58 -9.40
H -22.89 22.83 -10.15
H -24.40 28.75 -3.47
H -19.44 26.33 -9.07
H -20.73 22.36 -2.50
C -18.02 17.79 -9.82
H -18.32 21.20 -0.96
H -14.34 26.26 -8.78
C -16.10 18.88 -8.60
H -22.37 23.28 -17.29
H -15.19 14.83 -3.51
H -16.85 16.70 -1.81
H -19.54 21.13 -2.99
C -15.93 16.50 -2.36
H -20.09 27.01 -0.53
H -15.30 25.37 -6.50
H -14.28 20.06 -4.62
C -21.29 22.38 -15.69
H -16.09 29.52 -7.39
H -20.62 19.63 -1.32
H -28.37 19.19 -8.40
C -20.18 23.63 -13.34
H -17.55 27.95 -8.10
C -27.44 21.25 -7.80
H -25.02 21.71 -9.29
H -21.72 29.07 -3.76
C -22.27 22.85 -14.55
H -24.71 21.07 -4.40
H -23.87 20.06 -5.42
H -17.00 25.75 -9.28
C -17.21 27.12 -7.48
H -23.66 19.77 -1.49
H -23.04 23.38 -5.94
C -15.39 28.87 -6.86
H -18.07 16.85 -3.96
H -16.15 19.57 -9.44
C -20.46 17.81 -9.25
C -20.86 28.90 -3.11
H -14.12 26.66 -5.92
C -19.90 16.91 -11.31
H -18.94 24.91 -2.10
C -17.20 17.18 -4.52
C -18.06 27.32 -1.99
C -23.58 27.96 -5.31
H -24.24 30.02 -4.73
H -21.36 22.10 -17.87
H -21.70 15.63 -11.18
H -16.35 19.03 -1.85
C -25.42 20.70 -9.35
H -17.67 22.96 -3.37
H -20.54 23.17 -15.73
H -26.74 22.01 -7.46
C -20.08 21.56 -2.14
N -15.65 27.35 -7.32
H -22.40 28.11 -1.85
C -20.03 27.80 -3.76
H -20.75 27.15 -4.26
C -14.89 18.03 -4.03
H -15.91 26.55 -5.48
H -23.12 18.26 -1.89
H -13.69 28.90 -9.31
C -13.92 29.09 -7.16
H -24.43 25.35 -5.51
C -24.36 27.89 -7.75
H -21.88 25.74 -6.31
H -22.79 19.57 -7.20
H -21.17 23.11 -10.30
H -22.48 25.43 -7.91
C -22.03 22.65 -10.79
H -18.35 18.62 -10.44
H -18.79 15.76 -8.36
H -13.79 30.16 -7.34
H -17.81 26.63 -1.19
C -22.70 25.27 -6.85
H -27.04 21.58 -11.21
C -16.30 20.02 -3.73
C -22.66 20.93 -3.85
H -20.17 29.74 -3.02
H -19.59 22.00 -0.13
H -19.34 28.00 -4.58
C -23.26 20.19 -7.97
H -16.99 20.57 -4.38
C -15.98 15.10 -2.81
C -15.85 14.12 -1.60
H -18.14 28.36 -1.69
C -23.96 20.28 -4.36
H -20.00 23.82 -12.28
H -17.34 25.44 -3.85
H -14.45 17.34 -4.75
H -15.64 19.35 -5.58
H -18.64 22.94 -1.19
H -14.16 18.08 -3.23
H -21.23 20.75 -13.53
H -18.33 15.01 -9.99
N -16.19 17.59 -3.49
H -15.63 28.94 -5.80
H -23.18 22.29 -14.36
C -22.34 23.51 -12.09
H -21.01 17.96 -3.04
C -19.04 25.53 -8.46
H -22.05 24.56 -12.00
H -18.14 18.62 -7.75
H -22.84 23.28 -7.78
C -17.50 25.77 -8.32
H -29.77 20.69 -10.26
C -23.26 19.24 -2.36
H -25.23 19.31 -2.72
C -21.76 21.23 -11.29
H -28.97 20.68 -11.91
H -26.89 18.43 -9.05
C -25.90 28.78 -4.91
H -28.43 21.72 -7.88
C -19.10 21.95 -1.10
C -28.28 19.07 -10.63
H -22.29 18.31 -10.28
C -13.66 28.29 -8.41
C -24.17 25.73 -6.49
C -28.88 20.46 -10.85
C -19.49 21.13 -7.24
H -23.16 27.22 -4.63
C -18.31 24.97 -4.05
H -22.66 20.63 -11.26
C -21.33 28.28 -1.83
C -22.50 23.70 -6.83
H -24.43 18.27 -3.80
H -15.91 19.58 -7.79
C -24.32 19.24 -3.31
N -24.51 27.25 -6.36
H -23.45 27.50 -8.21
H -23.31 21.16 -7.47
H -26.25 29.54 -5.60
C -15.13 26.42 -6.23
H -21.46 23.39 -6.66
H -24.49 18.81 -8.86
H -14.80 13.91 -1.40
C -19.37 25.38 -2.99
H -18.58 25.20 -5.08

Results
- HOMO level: -20.976 eV
- Total charge: +7
- LUMO: -12.5756 eV

These are the Löwdin partial charges, in e, on atoms 1 to 99: -0.148, 0.098, 0.113, -0.097, 0.081, 0.090, -0.084, 0.127, 0.132, 0.091, 0.123, 0.057, 0.101, -0.027, 0.076, -0.175, 0.127, 0.101, -0.097, 0.012, 0.114, 0.146, 0.086, 0.107, 0.089, 0.137, 0.149, 0.153, 0.123, 0.122, 0.126, 0.148, 0.137, -0.038, 0.053, 0.105, 0.122, 0.120, 0.132, -0.161, 0.115, 0.074, -0.202, -0.076, 0.134, 0.074, 0.123, 0.092, 0.090, 0.116, -0.149, 0.135, -0.117, 0.143, 0.133, 0.097, 0.135, 0.113, 0.116, -0.107, 0.123, 0.128, -0.094, -0.196, 0.062, -0.109, 0.048, 0.117, 0.114, 0.125, 0.125, 0.071, -0.192, 0.101, 0.131, 0.090, 0.102, -0.120, -0.065, -0.251, -0.077, 0.112, -0.244, 0.133, 0.056, 0.089, 0.117, 0.077, 0.097, -0.109, 0.088, 0.139, -0.060, 0.088, 0.123, 0.135, 0.088, -0.088, 0.151

# 2
The following is a DFT calculation (wB97M-V/def2-TZVPD) of a structure of composition C29H35DyN6O6S in a non-equilibrium geometry.

Element x y z (Å)
C 11.96 -21.86 5.46
C 12.49 -13.64 2.13
C 14.77 -15.67 -5.71
H 10.69 -16.38 -6.01
H 11.42 -13.72 1.92
H 12.56 -11.52 1.77
C 4.91 -18.90 0.12
H 14.84 -15.59 -6.81
C 15.20 -13.45 2.70
C 13.18 -12.41 1.99
C 12.73 -21.16 4.52
H 6.00 -20.20 -0.80
C 13.22 -14.76 2.42
N 12.50 -18.24 2.40
C 7.53 -18.58 0.51
H 15.15 -15.49 3.20
C 13.36 -15.46 -3.60
H 5.25 -16.75 1.85
C 14.55 -12.32 2.20
C 13.31 -15.50 -5.19
C 9.02 -18.14 -3.65
H 7.07 -15.65 3.64
O 5.04 -19.78 -0.85
O 11.29 -16.08 1.82
C 12.11 -20.18 3.75
H 8.32 -17.42 -6.25
N 8.24 -17.69 1.30
C 8.48 -16.49 -5.64
N 10.47 -18.28 -3.75
S 10.91 -16.76 -1.56
H 12.47 -22.52 6.18
C 7.83 -15.86 2.88
H 12.53 -16.24 -5.52
H 9.67 -15.66 -7.24
H 16.26 -13.42 2.94
H 12.85 -14.49 -5.40
H 9.07 -15.99 -3.60
H 12.90 -18.48 -3.94
H 7.44 -16.62 -3.70
H 8.75 -18.33 -2.65
H 8.71 -16.41 3.29
O 9.99 -19.54 2.76
C 8.27 -19.65 -0.13
C 6.15 -18.25 0.60
C 11.38 -17.65 -2.94
N 12.66 -17.78 -3.26
O 7.52 -20.52 -0.74
H 9.99 -22.22 6.30
C 10.57 -21.74 5.50
H 8.24 -14.93 2.43
C 13.69 -16.79 -2.93
C 12.50 -16.04 2.20
H 15.07 -11.39 1.98
H 10.85 -18.81 -4.57
H 13.78 -21.30 4.38
H 15.51 -14.94 -5.29
H 15.08 -16.72 -5.52
Dy 10.53 -18.15 1.16
C 9.77 -15.82 -6.15
C 10.00 -20.96 4.55
C 7.37 -16.84 1.86
C 12.90 -19.31 3.03
N 13.25 -17.12 2.49
C 10.69 -20.20 3.61
H 8.60 -18.92 -4.28
C 14.56 -14.64 2.85
H 13.95 -19.54 2.99
H 9.92 -14.78 -5.77
H 7.68 -15.77 -5.82
O 9.57 -19.62 -0.14
H 14.61 -17.15 -3.34
N 6.10 -17.18 1.49
H 14.05 -14.61 -3.33
H 12.41 -15.04 -3.16
O 3.84 -18.45 0.50
H 8.92 -20.91 4.36
H 13.64 -16.68 -1.84
C 8.44 -16.75 -4.10

Results
- Expectation value of S²: 9.12
- Multiplicity: 6
- HOMO level (alpha / beta): -7.196 / -7.200 eV
- Total charge: 0
- LUMO (alpha / beta): -0.3663 / -0.1238 eV

The computed Löwdin charges, all in e, follow: -0.100, -0.032, -0.113, 0.029, 0.113, 0.106, -0.496, 0.068, -0.102, -0.081, -0.030, 0.093, -0.157, -0.176, -0.117, 0.109, -0.219, 0.186, -0.092, -0.242, -0.187, 0.086, 0.112, -0.215, -0.171, 0.115, 0.008, -0.243, 0.020, 0.671, 0.104, 0.017, 0.074, 0.073, 0.099, 0.112, 0.079, 0.142, 0.105, 0.066, 0.093, -0.199, -0.501, -0.031, -0.756, -0.007, 0.004, 0.117, -0.085, 0.101, -0.196, -0.473, 0.101, 0.166, 0.105, 0.086, 0.063, 1.595, -0.125, -0.037, -0.296, -0.082, 0.059, -0.361, 0.123, -0.035, 0.121, 0.085, 0.097, -0.185, 0.108, 0.189, 0.122, 0.084, 0.084, 0.128, 0.097, -0.173

# 3
The following is a DFT calculation (wB97M-V/def2-TZVPD) of a cluster of 2 separate species, C11H18 in total in a non-equilibrium geometry.

Element x y z (Å)
C 2.46 -0.67 0.93
H -2.36 -2.41 -2.14
H 3.21 -1.50 -1.07
H 0.40 -0.38 2.92
H -3.11 -1.23 0.84
H -3.27 1.40 -1.82
C 1.32 0.30 2.94
C -2.93 0.45 -2.03
H 2.16 0.39 -2.24
C 1.64 1.47 -0.54
H 1.51 2.31 -1.27
C 1.48 1.51 0.82
H -2.03 0.73 -2.60
H -2.38 0.31 1.09
C 1.82 0.45 1.54
C -2.48 -0.48 -0.94
C -2.78 -1.93 -1.34
H -3.80 -2.21 -1.46
H -1.38 -0.35 -0.89
H -2.22 -2.42 -0.51
H 1.22 1.22 3.49
H -3.99 0.10 0.28
C 2.73 -0.69 -0.45
H -3.81 0.07 -2.68
C -3.06 -0.26 0.51
H 1.09 2.32 1.37
H 2.04 -0.34 3.60
H 2.71 -1.48 1.56
C 2.16 0.42 -1.16

Results
- Expectation value of S²: 0.77
- Multiplicity: 2
- HOMO level (alpha / beta): -13.306 / -13.305 eV
- Total charge: +1
- LUMO (alpha / beta): -4.1083 / -8.6137 eV

The computed Löwdin charges, all in e, follow: 0.057, 0.043, 0.153, 0.144, 0.032, 0.037, 0.011, -0.103, 0.138, -0.002, 0.163, 0.008, 0.076, 0.061, -0.208, -0.464, -0.089, 0.082, 0.102, 0.089, 0.088, 0.053, 0.042, 0.120, -0.029, 0.131, 0.139, 0.120, 0.006

# 4
The following is a DFT calculation (wB97M-V/def2-TZVPD) of the molecule C4H6O2 in a non-equilibrium geometry.

Element x y z (Å)
O -0.80 0.82 -0.03
C 0.50 -0.70 -1.33
H 0.27 -1.70 -1.66
H -1.17 0.72 -2.08
C 0.09 0.24 0.84
H 1.00 -1.56 0.61
H 1.22 -0.27 -2.06
O -0.05 0.45 2.03
H 2.01 -0.18 0.10
C -0.82 0.02 -1.21
H -1.62 -0.80 -1.15
C 1.08 -0.62 0.06

Results
- Structure (SMILES): O=C1CCCO1
- HOMO level: -10.299 eV
- Total charge: 0
- LUMO: 0.8231 eV

The computed Löwdin charges, all in e, follow: 0.008, -0.170, 0.108, 0.155, -0.446, 0.135, 0.124, 0.109, 0.097, -0.190, 0.135, -0.066

# 5
The following is a DFT calculation (wB97M-V/def2-TZVPD) of the molecule H2S3 in a non-equilibrium geometry.

Element x y z (Å)
S 1.45 -0.67 0.34
S 0.71 0.30 -1.29
S -1.61 0.34 -0.76
H -1.63 -0.25 0.37
H 1.08 0.28 1.34

Results
- Structure (SMILES): SSS
- HOMO level: -8.952 eV
- Total charge: 0
- LUMO: -0.9872 eV

The computed Löwdin charges, all in e, follow: 0.166, -0.009, 0.273, -0.294, -0.136

# 6
The following is a DFT calculation (wB97M-V/def2-TZVPD) of a structure of composition C32H35AsCsN7O4S4Sb.

Element x y z (Å)
H -3.10 -4.27 -1.44
H -1.55 5.93 2.91
H -1.40 -3.51 0.19
H -4.85 2.78 2.19
H 0.90 0.92 2.91
H 4.77 -6.41 -0.56
C 4.33 -4.39 -1.11
H 2.34 5.91 1.09
C -2.19 -3.80 -1.79
H -6.44 2.20 -0.29
C -0.10 -2.75 -1.34
N -1.34 -1.22 3.63
C -5.60 1.82 -0.88
O 0.45 -2.24 1.18
C 0.12 -2.52 -2.69
H -5.29 4.56 0.34
C 0.44 6.09 2.04
C 3.96 -0.20 -2.32
S -0.92 4.42 -1.99
S -3.92 2.93 -4.12
H 1.08 -4.82 0.94
H -0.71 -2.75 -4.65
H -2.99 -1.39 4.93
C -4.22 2.02 1.71
H 2.70 -6.70 0.76
H 3.12 3.96 0.05
C 4.51 1.75 -0.42
H -0.87 -1.98 3.16
H 6.52 1.13 -0.53
H 0.59 7.12 2.33
H 3.63 -2.38 -1.47
H -4.37 4.72 -1.19
Cs -0.73 0.85 0.15
O 6.11 -1.94 -3.03
H -4.73 1.06 1.74
C -4.33 4.38 -0.16
H 1.00 -1.99 -3.02
C 1.99 -4.72 0.37
C 2.26 -3.52 -0.28
C -1.99 -3.59 -3.15
C 5.29 -0.01 -1.90
O -1.36 1.04 3.86
C -3.86 -3.76 1.37
H -1.78 3.55 2.22
C -2.77 -1.35 3.86
O 7.62 -0.48 -2.32
H 5.24 -4.24 -1.68
H -2.75 -3.89 -3.86
C 2.22 3.37 0.25
C -1.24 -3.38 -0.87
H 7.61 0.42 -1.97
C 5.53 0.98 -0.94
C -0.75 5.43 2.37
H 4.72 2.46 0.37
N 0.04 3.44 1.30
C 2.93 0.54 -1.80
C 2.90 -5.76 0.26
H -5.69 2.14 -1.91
H -3.29 -0.50 3.42
H 1.91 0.41 -2.15
H -3.29 1.93 2.28
H 3.77 -0.94 -3.09
S 1.11 -2.15 -0.16
N 2.09 2.16 -0.27
C 3.16 1.53 -0.81
H -3.54 4.93 0.35
C 6.32 -0.91 -2.42
S -0.89 0.76 -3.19
C 1.41 5.42 1.35
H -5.59 0.73 -0.85
N -3.24 -0.69 0.18
H -3.11 -2.27 3.39
C 3.43 -3.34 -1.00
H 0.85 -0.75 2.60
C 4.06 -5.59 -0.48
N -3.40 -4.69 1.90
C -0.88 4.11 1.97
N 0.57 0.01 3.21
C -0.84 -2.95 -3.60
N -4.46 -2.75 0.78
C -0.76 0.01 3.58
As -3.90 2.47 -0.17
C 1.20 4.07 0.96
Sb -1.98 2.73 -3.01
C -3.78 -1.68 0.48

Results
- Expectation value of S²: 0.78
- Multiplicity: 2
- HOMO level (alpha / beta): -0.933 / -3.448 eV
- Total charge: -2
- LUMO (alpha / beta): 3.7114 / 3.6993 eV

The computed Löwdin charges, all in e, follow: 0.102, 0.086, 0.091, 0.022, 0.079, 0.095, -0.065, 0.098, -0.061, 0.021, -0.371, 0.030, -0.332, -0.556, -0.117, 0.016, -0.108, -0.064, -0.152, -0.217, 0.116, 0.105, 0.078, -0.324, 0.099, 0.101, -0.031, 0.109, 0.102, 0.091, 0.078, 0.005, 0.770, 0.065, 0.006, -0.339, 0.104, -0.064, -0.350, -0.071, -0.184, 0.007, -0.494, 0.082, -0.067, 0.072, 0.100, 0.100, -0.156, -0.073, 0.075, -0.057, -0.093, 0.094, -0.026, -0.035, -0.083, -0.031, 0.069, 0.058, -0.019, 0.114, 0.952, 0.004, -0.300, 0.003, -0.496, -0.210, -0.056, 0.010, 0.013, 0.057, -0.057, 0.042, -0.091, 0.063, -0.185, 0.133, -0.089, 0.039, -0.678, 0.944, -0.323, -0.057, -0.419

# 7
The following is a DFT calculation (wB97M-V/def2-TZVPD) of a cluster of 2 separate species, CH3ClN2 in total in a non-equilibrium geometry.

Element x y z (Å)
Cl 2.65 0.73 0.21
N -1.49 0.52 -0.21
N 2.15 -0.80 0.60
C 1.78 -1.86 0.88
H -2.46 0.96 0.00
H -1.00 0.91 -1.00
H -1.63 -0.46 -0.48

Results
- HOMO level: -10.079 eV
- Total charge: 0
- LUMO: 0.1031 eV

The computed Löwdin charges, all in e, follow: 0.653, -0.029, -0.591, -0.069, 0.051, -0.020, 0.005

# 8
The following is a DFT calculation (wB97M-V/def2-TZVPD) of a cluster of 2 separate species, C2H10NS in total in a non-equilibrium geometry.

Element x y z (Å)
H -0.71 1.53 -0.79
H -2.39 0.97 -0.30
N 2.23 1.69 0.78
H 2.54 2.07 -0.08
H 1.22 1.46 0.55
S -0.37 -0.45 0.38
H 2.27 2.46 1.49
H -1.03 -2.76 -0.13
H -1.65 0.20 -1.61
H -1.23 -1.59 -1.64
C -0.60 -1.96 -0.84
C -1.38 0.69 -0.71
H 2.75 0.89 1.07
H 0.48 -2.18 -0.75

Results
- HOMO level: -12.368 eV
- Total charge: +1
- LUMO: -4.0977 eV

The computed Löwdin charges, all in e, follow: -0.008, 0.067, 0.310, 0.126, 0.068, 0.674, 0.189, 0.063, 0.007, 0.024, -0.280, -0.387, 0.136, 0.010

Relative energy (zero: lowest compared OMol25 entry of this formula, charge and spin) for the records above, in order: 182.2; 36.6; 58.3; 12.5; 20.8; 16.7; 83.4; 37.4 kcal per mole